DFT (ωB97M-V/def2-TZVPD) results for C48H63N2O5Se2Tc as an isolated structure in a non-equilibrium geometry.

For the lowest unoccupied orbital energy (spin up / spin down), the calculation gives -4.511 / -4.173 eV. The orbital gap (spin up / spin down) is 5.493 / 5.917 eV. Its spin multiplicity is 4. As for the molar mass: 1003.96 g mol⁻¹. Its expectation value of S² is 3.810. The value obtained for the electronic energy is -196900.0926 eV. The value obtained for the HOMO energy (spin up / spin down) is -0.3676 / -0.3708 Eh. The net charge is +1.

CARTESIAN COORDINATES (ANGSTROEM)
Tc -0.1145 -0.0714 0.2507
C -4.5934 1.3588 -6.0452
C -3.2102 0.6914 -6.0244
C -2.2751 1.3839 -7.0290
C -3.3692 -0.7697 -6.4490
C -2.6050 0.8233 -4.6320
C -2.2196 -0.2686 -3.8686
C -1.6119 -0.0626 -2.6481
Se -1.0246 -1.5742 -1.5865
C 0.7415 -1.8684 -2.3269
C 0.8985 -2.6611 -3.4434
C 2.1749 -2.8792 -3.9464
C 3.2391 -2.3574 -3.2155
C 3.1186 -1.5844 -2.0644
C 1.8106 -1.2680 -1.6460
O 1.5416 -0.3830 -0.6787
C 4.4154 -1.1041 -1.3940
C 4.2185 -0.3799 -0.0573
C 5.1112 -0.1365 -2.3678
C 5.3175 -2.3196 -1.1248
C 2.4463 -3.6475 -5.2348
C 3.3179 -4.8711 -4.9116
C 1.1541 -4.1156 -5.9059
C 3.1880 -2.7209 -6.2119
C -1.4021 1.2102 -2.0927
O -0.7753 1.3001 -0.9095
C -1.8355 2.3343 -2.8331
C -2.3954 2.0847 -4.0824
C -1.7440 3.8096 -2.4019
C -3.1637 4.4028 -2.4069
C -0.8533 4.5580 -3.4065
C -1.1761 4.0410 -0.9983
H -5.0653 1.2112 -7.0172
H -4.5252 2.4318 -5.8653
H -5.2396 0.9229 -5.2819
H -2.7153 1.3678 -8.0270
H -1.3150 0.8662 -7.0654
H -2.0901 2.4227 -6.7561
H -3.8041 -0.8114 -7.4476
H -4.0338 -1.3133 -5.7754
H -2.4041 -1.2784 -6.4869
H -2.3623 -1.2846 -4.2117
H 0.0188 -3.0814 -3.9126
H 4.2377 -2.5580 -3.5776
H 3.6812 0.5584 -0.1800
H 5.1993 -0.1540 0.3651
H 3.6730 -1.0000 0.6553
H 4.4500 0.6995 -2.6032
H 5.3790 -0.6306 -3.3022
H 6.0215 0.2631 -1.9175
H 4.8162 -3.0308 -0.4664
H 6.2368 -1.9923 -0.6381
H 5.5967 -2.8430 -2.0384
H 2.8463 -5.4832 -4.1416
H 4.3036 -4.5741 -4.5534
H 3.4548 -5.4832 -5.8039
H 0.5894 -4.7889 -5.2589
H 1.3927 -4.6554 -6.8221
H 0.5244 -3.2648 -6.1739
H 4.1233 -2.3564 -5.7876
H 2.5672 -1.8578 -6.4593
H 3.4192 -3.2565 -7.1337
H -2.7036 2.9408 -4.6672
H -3.6300 4.3506 -3.3902
H -3.1269 5.4508 -2.1060
H -3.7982 3.8659 -1.6993
H -1.2756 4.5474 -4.4115
H 0.1364 4.1009 -3.4517
H -0.7352 5.5978 -3.0968
H -1.7461 3.4939 -0.2517
H -1.2353 5.1057 -0.7632
H -0.1329 3.7358 -0.9287
C -0.0368 4.3807 5.0364
N -0.2705 3.8073 3.7220
N 0.6810 3.0350 3.0929
C 0.0589 2.1961 2.2103
O 0.7364 1.4084 1.4797
C -1.3280 2.4583 2.3120
C -1.4877 3.4265 3.2668
C -2.7325 4.0461 3.7878
C 2.0698 3.3382 3.1277
C 2.9928 2.3013 3.0800
C 4.3460 2.5966 3.0930
C 4.7789 3.9117 3.1680
C 3.8518 4.9423 3.2045
C 2.4958 4.6621 3.1678
H 1.0277 4.5134 5.1939
H -0.4250 3.7262 5.8200
H -0.5278 5.3489 5.1078
H -2.0946 1.9495 1.7565
H -3.5822 3.7222 3.1935
H -2.6697 5.1337 3.7520
H -2.9061 3.7522 4.8247
H 2.6536 1.2779 3.0255
H 5.0657 1.7906 3.0494
H 5.8364 4.1365 3.1908
H 4.1799 5.9717 3.2489
H 1.7729 5.4673 3.1512
O -1.3867 -0.5153 1.6385
O -0.3691 -1.4207 1.5671
C 4.6238 4.1172 -7.2832
C 3.9198 3.6801 -6.0342
C 4.1661 4.3087 -4.8167
C 3.5651 3.8883 -3.6428
C 3.8336 4.6065 -2.3514
C 2.6836 2.7822 -3.6914
Se 1.9348 2.1050 -2.1003
C 2.3886 2.1595 -4.9257
C 1.4260 1.0074 -5.0016
C 3.0151 2.6208 -6.0690
H 5.0437 5.1153 -7.1743
H 3.9487 4.1060 -8.1387
H 5.4424 3.4300 -7.5085
H 4.8530 5.1468 -4.7870
H 4.4754 5.4711 -2.5149
H 4.3122 3.9432 -1.6299
H 2.8965 4.9424 -1.9065
H 0.4988 1.2432 -4.4771
H 1.8570 0.1215 -4.5277
H 1.1923 0.7694 -6.0396
H 2.7989 2.1433 -7.0183

DFT (ωB97M-V/def2-TZVPD) results for a 11-piece molecular cluster, C48H64N2O31 overall in a non-equilibrium geometry.

For the lowest unoccupied orbital energy, the calculation gives -0.889 eV. The orbital gap is 9.017 eV. As for the molar mass: 1165.02 g mol⁻¹. The value obtained for the electronic energy is -117263.3113 eV. The value obtained for the HOMO energy is -0.3641 Eh.

CARTESIAN COORDINATES (ANGSTROEM)
C -3.4770 -0.7881 3.5873
C -2.4223 -0.1156 2.8547
C -2.7709 0.1801 1.3647
O -2.5504 1.5884 1.1879
C -2.1786 2.1566 2.3852
O -1.8486 3.2781 2.5008
O -2.2203 1.2681 3.3560
H -3.5507 -1.8127 3.2363
H -4.3666 -0.1668 3.6374
H -3.2111 -0.9114 4.6452
H -1.4871 -0.6754 2.9126
H -3.8116 0.0099 1.0763
H -2.0396 -0.2441 0.6925
C -1.6579 -5.0779 -5.8587
C -0.5509 -4.1354 -5.8543
C -0.9738 -2.6525 -5.8363
O -0.1536 -2.0572 -4.7983
C 0.3952 -3.0240 -4.0475
O 0.9960 -2.8460 -3.0476
O 0.2179 -4.2505 -4.5940
H -2.2858 -4.8610 -4.9927
H -1.3538 -6.1144 -5.7396
H -2.2168 -4.9729 -6.7877
H 0.1453 -4.3226 -6.6734
H -1.9840 -2.5031 -5.4680
H -0.7600 -2.0132 -6.6856
C -4.5418 3.5722 -0.2373
C -3.6074 3.0913 -1.2407
C -3.8836 1.6794 -1.8655
O -3.7554 1.8813 -3.2966
C -3.9455 3.2200 -3.5440
O -4.1501 3.7480 -4.5992
O -3.8200 3.9512 -2.3952
H -4.3179 4.6344 -0.1456
H -4.4597 3.0362 0.6965
H -5.5279 3.5156 -0.7048
H -2.5571 3.2105 -0.9680
H -4.9029 1.3328 -1.7195
H -3.1388 0.8953 -1.7227
C 3.3858 1.3102 -1.9141
C 4.1142 0.0238 -1.9340
C 3.7633 -0.9545 -3.0904
O 5.0320 -1.2985 -3.6751
C 6.0158 -0.5216 -3.1389
O 7.1589 -0.5608 -3.4532
O 5.5282 0.2931 -2.1827
H 3.8078 1.9322 -2.7049
H 3.4710 1.8263 -0.9532
H 2.3078 1.2235 -2.0949
H 3.9728 -0.4440 -0.9609
H 3.2269 -0.4966 -3.9186
H 3.2711 -1.8722 -2.7714
C 0.1910 0.9102 -6.7383
C -0.1564 1.8557 -5.6206
C 0.9146 2.6502 -4.8981
O 0.4412 4.0083 -4.8747
C -0.6547 4.1078 -5.7029
O -1.2444 5.0897 -5.9541
O -0.9926 2.9070 -6.2233
H 0.9172 0.1722 -6.3908
H 0.5965 1.5343 -7.5381
H -0.6808 0.3944 -7.1316
H -0.7385 1.3279 -4.8718
H 1.8464 2.6241 -5.4685
H 1.1682 2.3646 -3.8778
C -1.9585 6.6536 -2.8277
C -2.0980 6.8257 -1.3830
C -0.7939 6.3928 -0.6683
O -0.3196 7.6120 -0.0130
C -1.2333 8.6231 -0.2378
O -1.0723 9.7018 0.2195
O -2.2019 8.2327 -0.9886
H -2.1814 5.6467 -3.1591
H -1.0066 7.1170 -3.0643
H -2.7071 7.2749 -3.3239
H -2.9789 6.3392 -0.9725
H -0.0905 6.1158 -1.4442
H -1.0467 5.7430 0.1576
C -2.3152 -3.1815 6.9918
C -1.0531 -3.2591 6.2512
C -1.1384 -3.4760 4.7558
O -0.2560 -2.5119 4.2109
C 0.0463 -1.5799 5.1194
O 0.6184 -0.5650 4.9395
O -0.4110 -1.9617 6.3625
H -2.9361 -2.4410 6.4774
H -2.2285 -3.0397 8.0662
H -2.9531 -4.0674 6.8991
H -0.4001 -4.0138 6.7008
H -2.1082 -3.0961 4.4133
H -0.9823 -4.4398 4.2737
C 4.2156 -2.5571 5.3751
C 3.8590 -3.9568 4.9199
C 2.7447 -4.6528 5.7066
O 1.7789 -5.0594 4.7401
C 2.1153 -4.4997 3.4958
O 1.4294 -4.6450 2.5547
O 3.2236 -3.8357 3.5808
H 3.3238 -1.9714 5.6083
H 4.7963 -2.0356 4.6080
H 4.8260 -2.5717 6.2857
H 4.7438 -4.5452 4.7137
H 2.2226 -4.0103 6.4174
H 3.0511 -5.6001 6.1439
C -1.0667 -7.2381 -0.0373
C -0.6886 -5.8089 0.0924
C -1.0695 -4.9208 -1.1325
O -1.7686 -3.7754 -0.5489
C -1.8706 -3.9300 0.7811
O -2.3647 -3.0855 1.4697
O -1.3784 -5.0661 1.2096
H -2.1563 -7.2299 -0.0176
H -0.5415 -7.8412 0.6834
H -0.7839 -7.5012 -1.0623
H 0.3747 -5.7948 0.3233
H -1.6545 -5.5560 -1.8080
H -0.2338 -4.4719 -1.6633
C 1.3922 -1.2651 1.3319
C 1.3498 0.0681 1.7361
C 0.7734 1.0332 0.9349
C 0.2793 0.6575 -0.3205
C 0.3115 -0.6590 -0.7390
C 0.8661 -1.6135 0.1215
N -0.1578 1.7047 -1.2739
O -0.0582 2.8564 -0.9440
O -0.5417 1.3636 -2.3797
H 1.8802 -1.9514 2.0077
H 1.7414 0.2724 2.7250
H 0.6171 2.0664 1.1973
H -0.0499 -0.9296 -1.7147
H 0.9813 -2.6519 -0.1516
C 2.5004 4.0235 1.5448
C 3.6518 3.3142 1.6277
C 3.9897 2.6253 2.7687
C 3.1625 2.6989 3.8652
C 1.9381 3.3914 3.8056
C 1.6254 4.0575 2.6074
N 3.5530 2.0164 5.1713
O 3.1047 2.3653 6.2011
O 4.3617 1.1260 5.0150
H 2.2383 4.5557 0.6429
H 4.3325 3.2517 0.7932
H 4.8932 2.0347 2.7898
H 1.3229 3.4200 4.6965
H 0.6801 4.5705 2.5161

DFT (ωB97M-V/def2-TZVPD) results for a 5-piece molecular cluster, C48H68N3O14PS overall in a non-equilibrium geometry.

For the lowest unoccupied orbital energy, the calculation gives -1.912 eV. The orbital gap is 6.519 eV. As for the molar mass: 974.12 g mol⁻¹. The value obtained for the electronic energy is -104121.7916 eV. The value obtained for the HOMO energy is -0.3098 Eh.

CARTESIAN COORDINATES (ANGSTROEM)
C 2.0334 -1.9220 3.7866
C 1.0151 -1.3704 4.9864
O -0.4116 -1.5062 4.6565
P -1.0832 -0.0482 3.9825
O -1.6205 0.8104 5.2374
C -2.6561 -0.3469 2.8870
C -2.6421 -1.8563 2.1654
N -2.7874 -1.6558 0.6799
C -4.2013 -1.4615 0.2196
N -4.3432 -0.6977 -1.1072
C -1.9596 -2.5833 -0.1567
C -2.7777 -3.5321 -1.2150
C -1.8923 -4.7522 -1.8765
C -1.6633 -4.5799 -3.4942
S -1.1889 -6.1696 -4.3875
C -0.6833 -1.7855 -0.8954
N -0.5604 -0.4693 -0.1267
C 0.7361 -2.5749 -0.6566
C 1.3830 -3.2792 -1.9837
C 2.9237 -3.7542 -1.5359
C 2.9229 -4.9734 -0.4283
C 3.2449 -4.2795 1.0590
O 4.7012 -4.2065 1.3272
C 5.2264 -2.8476 1.1233
C 6.4511 -2.6377 0.0118
O 4.8337 -1.7443 1.7960
O -1.0961 -1.6438 -2.2950
C -0.3984 -0.5745 -3.0100
C -1.2116 0.8428 -3.1370
C -0.1361 1.9891 -3.6926
C 1.0541 2.3089 -2.5740
C 0.6277 1.5458 -5.0821
O 0.2025 0.7786 3.1479
C 0.6141 2.0167 3.8640
C 2.1176 2.5101 3.3221
H 3.1572 -2.0355 4.1719
H 1.7185 -3.0015 3.4257
H 2.0571 -1.2191 2.8490
H 1.3388 -0.2752 5.2801
H 1.2856 -2.0412 5.9361
H -3.5713 -0.2740 3.6174
H -2.6658 0.5288 2.0948
H -1.6437 -2.3516 2.5190
H -3.5904 -2.4190 2.6014
H -4.8757 -2.4454 0.2458
H -4.7177 -0.7427 1.0229
H -3.4825 -0.7837 -1.6899
H -5.1846 -1.0452 -1.6441
H -1.4225 -3.3397 0.5953
H -3.6356 -4.0691 -0.5812
H -3.3457 -2.9459 -2.0660
H -2.5206 -5.7587 -1.7429
H -0.9158 -4.9035 -1.2503
H -2.6238 -4.1626 -4.0160
H -0.7917 -3.8075 -3.7223
H -1.0871 -5.7994 -5.7567
H 0.3218 0.0548 -0.4109
H -0.3141 -0.7879 0.8595
H 0.7166 -3.3844 0.1927
H 1.5272 -1.7563 -0.2960
H 0.8551 -4.2590 -2.3442
H 1.5364 -2.5764 -2.9061
H 3.4678 -4.1597 -2.4890
H 3.4609 -2.8080 -1.0483
H 1.8468 -5.4716 -0.2888
H 3.7581 -5.7776 -0.5878
H 2.7507 -4.9313 1.9285
H 2.7645 -3.2006 1.1537
H 6.2637 -3.4069 -0.8755
H 7.4997 -2.9243 0.5049
H 6.4677 -1.5552 -0.4525
H -0.1947 -0.9603 -4.1175
H 0.6785 -0.4565 -2.5220
H -2.0474 0.7734 -3.9863
H -1.6743 1.2029 -2.1099
H -0.7057 3.0072 -3.8661
H 0.6713 1.9676 -1.5221
H 1.9758 1.6160 -2.8682
H 1.4501 3.4110 -2.6212
H -0.0890 1.0393 -5.8789
H 1.4101 0.6969 -4.7796
H 1.2367 2.4280 -5.5931
H -0.2074 2.8247 3.6379
H 0.7675 1.8418 5.0323
H 2.2437 2.1161 2.2275
H 2.8944 1.9976 4.0697
H 2.2806 3.6682 3.4491
C -0.9339 6.0657 0.0935
C -2.1277 6.5924 -0.1958
C -3.3307 5.7449 -0.3136
O -4.4234 6.2259 -0.5804
C -3.1637 4.2940 -0.0977
C -1.9699 3.7673 0.1916
C -0.7669 4.6147 0.3094
O 0.3258 4.1337 0.5761
H -0.0414 6.6730 0.1828
H -2.2667 7.6548 -0.3562
H -4.0562 3.6867 -0.1870
H -1.8309 2.7048 0.3520
C 0.4643 8.3998 -5.3883
C 0.0553 8.0479 -4.1655
C 0.5848 6.8424 -3.4980
O 0.2095 6.5185 -2.3796
C 1.5843 6.0421 -4.2330
C 1.9933 6.3939 -5.4558
C 1.4638 7.5995 -6.1233
O 1.8391 7.9233 -7.2417
H 0.0855 9.2805 -5.8924
H -0.6766 8.6248 -3.6130
H 1.9631 5.1614 -3.7289
H 2.7252 5.8170 -6.0083
C 6.9876 2.3454 4.2048
C 5.7696 2.2522 4.7473
C 5.1962 3.3594 5.5375
O 4.0823 3.2742 6.0360
C 6.0196 4.5735 5.7036
C 7.2376 4.6668 5.1611
C 7.8110 3.5596 4.3709
O 8.9249 3.6448 3.8724
H 7.4233 1.5424 3.6230
H 5.1529 1.3686 4.6339
H 5.5839 5.3766 6.2854
H 7.8542 5.5503 5.2745
C -8.5348 -4.3213 0.7578
C -7.5383 -4.0826 -0.1003
C -6.3977 -5.0110 -0.2271
O -5.4842 -4.7923 -1.0108
C -6.4017 -6.2137 0.6293
C -7.3982 -6.4524 1.4873
C -8.5389 -5.5240 1.6142
O -9.4524 -5.7427 2.3979
H -9.3785 -3.6503 0.8638
H -7.5212 -3.2053 -0.7359
H -5.5581 -6.8847 0.5233
H -7.4154 -7.3297 2.1229